1.
Entry from the OMol25 dataset: C43H45AsCoN6OPSSe as an isolated structure (ωB97M-V/def2-TZVPD).

Each line ends with the Mulliken spin population.
Atoms and positions in Å:
1 Co -0.93 1.08 -0.33  2.803
2 C -2.37 0.66 3.66  0.001
3 C -2.07 1.04 2.25  0.034
4 N -1.02 0.68 1.59  0.029
5 N -0.06 -0.16 2.07  -0.001
6 C 0.77 -0.48 1.04  -0.027
7 O 0.59 -0.11 -0.17  0.044
8 C 1.94 -1.33 1.33  0.007
9 C 2.67 -1.87 0.28  0.006
10 C 3.76 -2.69 0.55  0.000
11 C 4.12 -2.95 1.87  0.000
12 C 3.40 -2.40 2.92  0.001
13 C 2.31 -1.59 2.65  -0.001
14 C -2.98 1.93 1.43  0.008
15 C -4.10 2.55 1.95  0.002
16 C -4.90 3.32 1.12  0.000
17 C -4.57 3.46 -0.21  0.007
18 C -3.42 2.82 -0.67  0.007
19 N -2.65 2.08 0.13  -0.022
20 H -1.56 0.06 4.05  0.001
21 H -3.30 0.09 3.73  0.001
22 H -2.49 1.55 4.28  0.001
23 H 2.37 -1.66 -0.73  0.002
24 H 4.32 -3.12 -0.27  0.000
25 H 4.97 -3.59 2.07  0.000
26 H 3.69 -2.60 3.94  0.000
27 H 1.73 -1.16 3.46  0.000
28 H -4.34 2.42 3.00  0.001
29 H -5.79 3.81 1.51  0.000
30 H -5.16 4.04 -0.90  0.000
31 H -3.10 2.89 -1.70  -0.003
32 N -0.66 1.10 -2.43  0.027
33 C -0.02 2.24 -3.07  0.020
34 C -0.09 2.39 -4.45  -0.002
35 C 0.51 3.48 -5.06  0.001
36 C 1.19 4.42 -4.30  0.001
37 C 1.26 4.27 -2.92  -0.006
38 C 0.65 3.18 -2.29  0.002
39 P 0.63 2.99 -0.48  -0.009
40 C 2.29 2.44 -0.01  0.009
41 C 2.56 2.27 1.35  0.014
42 C 3.76 1.72 1.76  -0.002
43 C 4.70 1.33 0.81  0.004
44 C 4.44 1.49 -0.54  -0.002
45 C 3.24 2.05 -0.95  0.001
46 C 0.44 4.66 0.19  0.015
47 C 1.55 5.48 0.44  0.002
48 C 1.37 6.76 0.94  0.000
49 C 0.09 7.24 1.19  0.002
50 C -1.01 6.43 0.95  -0.001
51 C -0.84 5.14 0.46  0.006
52 H -0.07 0.27 -2.52  -0.005
53 H -1.52 0.87 -2.92  -0.007
54 H -0.62 1.65 -5.04  0.001
55 H 0.45 3.59 -6.13  0.000
56 H 1.67 5.26 -4.77  0.000
57 H 1.78 5.01 -2.33  0.001
58 H 1.82 2.55 2.09  0.000
59 H 3.96 1.59 2.81  0.000
60 H 5.64 0.89 1.13  0.000
61 H 5.17 1.19 -1.27  0.000
62 H 3.04 2.16 -2.01  0.001
63 H 2.55 5.11 0.26  0.001
64 H 2.23 7.39 1.13  0.000
65 H -0.05 8.24 1.58  0.000
66 H -2.01 6.80 1.16  0.000
67 H -1.70 4.52 0.29  0.008
68 C -3.84 -3.19 0.16  -0.001
69 As -4.64 -1.67 -0.68  -0.002
70 C -5.44 -0.66 0.75  0.001
71 C -6.10 -2.34 -1.73  0.001
72 S -3.33 -0.50 -1.82  0.019
73 H -4.62 -3.80 0.63  0.000
74 H -3.12 -2.85 0.90  0.000
75 H -3.30 -3.76 -0.59  0.000
76 H -6.20 -1.26 1.25  0.000
77 H -5.88 0.24 0.34  0.000
78 H -4.65 -0.39 1.46  -0.001
79 H -6.79 -2.89 -1.09  0.000
80 H -5.69 -3.00 -2.49  0.000
81 H -6.60 -1.51 -2.20  0.000
82 C 0.70 -4.48 1.48  -0.001
83 N 1.15 -4.87 0.16  0.000
84 C 0.72 -4.34 -1.02  0.000
85 Se -0.50 -3.00 -1.28  -0.004
86 N 1.42 -4.97 -1.99  0.000
87 C 2.31 -5.89 -1.46  0.000
88 C 3.23 -6.76 -2.03  0.000
89 C 3.97 -7.55 -1.16  0.000
90 C 3.79 -7.48 0.23  0.000
91 C 2.86 -6.61 0.79  0.000
92 C 2.13 -5.82 -0.08  0.000
93 H 0.03 -3.62 1.37  0.000
94 H 1.56 -4.19 2.08  0.000
95 H 0.16 -5.30 1.95  0.000
96 H 1.28 -4.75 -2.96  0.000
97 H 3.37 -6.81 -3.10  0.000
98 H 4.69 -8.24 -1.56  0.000
99 H 4.38 -8.11 0.87  0.000
100 H 2.72 -6.56 1.86  0.000

Summary:
ΔE to the lowest compared entry with this formula, charge and spin: 0.00 kJ/mol
2S+1: 4
E_LUMO (alpha / beta): -2.6 / -2.7 eV
Total charge: +1
Highest occupied orbital energy (alpha / beta): -0.3388 / -0.3388 Ha


2.
Entry from the OMol25 dataset: one molecule with the formula C3H6N2OS (ωB97M-V/def2-TZVPD).

Each line ends with the Mulliken charge.
Atoms and positions in Å:
1 C -1.51 0.47 -0.01  0.566
2 C -0.91 -1.00 -0.26  -0.776
3 C 0.57 -1.05 0.11  -0.559
4 N 2.29 0.82 0.57  -0.600
5 N -0.47 1.29 -0.20  -0.257
6 O -2.66 0.83 0.19  -0.619
7 S 1.18 0.57 -0.55  0.247
8 H -1.62 -1.63 0.10  0.432
9 H -1.02 -1.22 -1.30  0.309
10 H 0.73 -0.96 1.11  0.401
11 H 1.01 -1.80 -0.46  0.359
12 H 2.96 1.55 0.39  0.235
13 H -0.57 2.14 0.30  0.261

Summary:
ΔE to the lowest compared entry with this formula, charge and spin: 295.83 kJ/mol
2S+1: 1
E_LUMO: 0.6 eV
Total charge: 0
Highest occupied orbital energy: -0.3492 Ha


3.
Entry from the OMol25 dataset: C40H71N10OPb as an isolated structure (ωB97M-V/def2-TZVPD).

Each line ends with the Mulliken charge.
Atoms and positions in Å:
1 Pb -1.39 -0.62 -1.61  1.726
2 O 0.18 0.06 0.02  0.293
3 H 0.26 0.53 0.88  -0.697
4 C 4.27 -0.73 -3.98  -1.365
5 C 4.01 -0.31 -2.52  0.119
6 C 3.26 -1.46 -1.75  1.398
7 C 1.90 -1.68 -2.19  0.135
8 N 0.85 -1.86 -2.58  -0.566
9 H 4.94 -1.58 -4.08  0.345
10 H 4.71 0.04 -4.62  0.414
11 H 3.30 -0.90 -4.45  0.199
12 H 3.35 0.55 -2.43  -0.368
13 H 4.97 -0.02 -2.08  0.499
14 H 3.27 -1.10 -0.72  -1.589
15 H 3.81 -2.41 -1.77  0.663
16 C -1.93 4.89 -3.60  -0.999
17 C -3.25 4.44 -4.17  -0.325
18 C -4.11 3.58 -3.24  -0.819
19 C -3.42 2.40 -2.59  0.142
20 N -2.88 1.50 -2.11  -0.262
21 H -2.05 5.31 -2.60  0.304
22 H -1.66 5.74 -4.22  0.390
23 H -1.11 4.17 -3.65  0.229
24 H -3.11 3.87 -5.09  0.190
25 H -3.88 5.29 -4.45  0.358
26 H -5.01 3.23 -3.74  0.394
27 H -4.60 4.10 -2.42  0.383
28 C 0.26 4.56 -0.78  -0.577
29 C 1.77 4.15 -0.96  -1.003
30 C 1.93 2.64 -0.89  0.537
31 C 1.24 1.92 -2.00  0.196
32 N 0.76 1.32 -2.84  -0.319
33 H -0.12 5.55 -1.03  0.511
34 H -0.14 4.24 0.19  0.062
35 H -0.40 3.95 -1.39  -0.121
36 H 2.31 4.59 -0.12  0.463
37 H 2.00 4.52 -1.95  0.360
38 H 1.60 2.29 0.09  -0.276
39 H 3.00 2.44 -0.92  0.125
40 C -0.26 -2.41 4.50  -0.683
41 C 0.89 -3.00 3.66  -0.515
42 C 1.04 -2.33 2.29  2.281
43 C 2.19 -2.81 1.55  -0.475
44 N 3.07 -3.23 0.88  -0.706
45 H -0.21 -1.32 4.50  -0.196
46 H -0.11 -2.71 5.54  0.438
47 H -1.23 -2.75 4.14  0.296
48 H 0.75 -4.06 3.45  0.322
49 H 1.81 -2.84 4.21  0.400
50 H 1.12 -1.25 2.29  -0.993
51 H 0.18 -2.63 1.69  -0.203
52 C 0.22 1.71 6.42  -0.661
53 C 1.58 2.27 6.75  -0.230
54 C 1.83 3.69 6.31  -0.628
55 C 2.01 3.81 4.84  0.319
56 N 2.19 3.86 3.69  -0.465
57 H -0.60 2.31 6.80  0.434
58 H 0.13 0.73 6.88  0.356
59 H 0.13 1.58 5.34  -0.179
60 H 2.39 1.68 6.32  -0.001
61 H 1.76 2.25 7.82  0.391
62 H 2.76 4.08 6.70  0.340
63 H 0.99 4.24 6.74  0.354
64 C -5.07 -4.84 -1.50  -1.150
65 C -5.25 -3.95 -0.21  -0.282
66 C -5.67 -2.54 -0.61  -0.605
67 C -4.66 -1.89 -1.44  0.465
68 N -3.91 -1.38 -2.18  -0.557
69 H -4.23 -4.51 -2.11  0.247
70 H -5.84 -4.91 -2.27  0.388
71 H -4.83 -5.87 -1.25  0.331
72 H -4.36 -3.96 0.42  0.194
73 H -6.07 -4.29 0.43  0.351
74 H -5.82 -1.96 0.30  0.313
75 H -6.63 -2.57 -1.12  0.394
76 C 0.83 -6.26 0.68  -0.831
77 C -0.68 -6.55 0.42  -0.619
78 C -1.32 -5.81 -0.74  -0.152
79 C -1.37 -4.30 -0.65  0.102
80 N -1.44 -3.13 -0.71  -0.392
81 H 0.99 -5.18 0.65  -0.054
82 H 1.47 -6.67 -0.10  0.347
83 H 1.25 -6.56 1.64  0.369
84 H -1.17 -6.25 1.35  0.290
85 H -0.99 -7.59 0.35  0.402
86 H -2.34 -6.19 -0.77  0.056
87 H -0.79 -5.99 -1.68  0.308
88 C -1.24 2.75 2.35  -0.611
89 C -2.15 1.82 3.20  -1.012
90 C -1.95 0.36 2.93  1.358
91 C -2.49 -0.20 1.71  -0.239
92 N -2.90 -0.68 0.73  -0.475
93 H -1.38 3.79 2.62  0.538
94 H -1.35 2.59 1.28  0.066
95 H -0.19 2.49 2.49  0.031
96 H -3.21 1.95 2.98  0.449
97 H -1.98 2.02 4.26  0.346
98 H -2.28 -0.35 3.69  0.607
99 H -0.87 0.22 2.89  -1.171
100 C 1.31 0.62 -6.64  -1.013
101 C -0.03 1.26 -7.12  -0.877
102 C -1.06 1.56 -6.01  0.163
103 C -1.37 0.47 -5.06  0.194
104 N -1.60 -0.37 -4.25  -0.486
105 H 2.03 0.63 -7.47  0.463
106 H 1.21 -0.40 -6.29  0.319
107 H 1.82 1.20 -5.87  0.197
108 H -0.49 0.66 -7.90  0.343
109 H 0.14 2.20 -7.64  0.365
110 H -2.04 1.76 -6.46  0.449
111 H -0.72 2.38 -5.39  -0.105
112 C 3.35 0.49 3.95  -1.233
113 C 4.19 -0.27 2.92  -1.239
114 C 3.96 0.10 1.47  1.476
115 C 4.55 1.40 1.08  -0.172
116 N 5.00 2.45 0.79  -0.633
117 H 3.43 0.06 4.95  0.457
118 H 2.29 0.63 3.77  0.207
119 H 3.64 1.54 4.00  0.492
120 H 4.03 -1.34 3.04  0.383
121 H 5.25 -0.13 3.15  0.590
122 H 2.92 0.00 1.18  -0.784
123 H 4.54 -0.56 0.82  0.488

Summary:
2S+1: 1
E_LUMO: -1.5 eV
Total charge: +1
Highest occupied orbital energy: -0.3933 Ha


4.
Entry from the OMol25 dataset: one molecule with the formula C3H7N3S (ωB97M-V/def2-TZVPD).

Each line ends with the Mulliken charge.
Atoms and positions in Å:
1 C -0.60 1.21 -0.77  -0.614
2 C -0.65 0.54 0.64  -0.357
3 C 0.68 -1.61 1.19  -0.925
4 N 0.48 0.51 -1.56  -0.043
5 N 0.17 -0.63 0.31  0.490
6 N 0.70 -0.60 -0.94  -0.375
7 S 0.72 1.64 -3.04  -0.321
8 H -1.50 0.90 -1.29  0.292
9 H -0.35 2.24 -0.86  0.399
10 H -0.26 1.22 1.55  0.267
11 H -1.69 0.23 0.75  0.220
12 H 1.09 -1.21 2.07  0.319
13 H -0.17 -2.26 1.40  0.299
14 H 1.39 -2.18 0.54  0.351

Summary:
ΔE to the lowest compared entry with this formula, charge and spin: 433.47 kJ/mol
2S+1: 1
E_LUMO: 0.3 eV
Total charge: 0
Highest occupied orbital energy: -0.2869 Ha


5.
Entry from the OMol25 dataset: an isolated ion of composition C7H15N4 and charge +1 (ωB97M-V/def2-TZVPD).

Each line ends with the Mulliken charge.
Atoms and positions in Å:
1 C -2.21 1.08 0.52  -0.380
2 C 2.75 1.11 1.18  -0.753
3 C 3.16 0.34 0.15  -0.101
4 C -0.53 1.72 -1.17  -0.472
5 C -1.14 -1.29 0.51  -0.245
6 C -2.22 -1.53 -0.59  -1.138
7 C 2.40 -0.74 -0.62  -0.598
8 N -1.48 0.04 1.18  -0.249
9 N 0.03 -1.06 -0.35  -0.310
10 N -1.79 1.73 -0.66  0.072
11 N 1.19 -1.15 0.13  -0.033
12 H -3.28 1.16 0.80  0.389
13 H 3.43 1.60 1.79  0.343
14 H 1.69 1.03 1.50  0.184
15 H 4.15 0.38 -0.26  0.358
16 H 0.30 1.24 -0.62  0.332
17 H -0.35 2.05 -2.22  0.311
18 H -0.81 -1.92 1.34  0.585
19 H -3.18 -1.34 -0.15  0.351
20 H -2.18 -2.61 -0.94  0.330
21 H -1.93 -0.82 -1.30  0.379
22 H 3.06 -1.56 -0.75  0.391
23 H 1.89 -0.33 -1.57  0.307
24 H -1.97 -0.02 2.19  0.327
25 H -2.43 2.30 -1.19  0.294
26 H 1.45 -1.42 1.09  0.326

Summary:
ΔE to the lowest compared entry with this formula, charge and spin: 571.64 kJ/mol
2S+1: 1
E_LUMO (alpha / beta): -3.9 / -5.0 eV
Total charge: +1
Highest occupied orbital energy (alpha / beta): -0.4399 / -0.3883 Ha


6.
Entry from the OMol25 dataset: one molecule with the formula C2H4N2O3 (ωB97M-V/def2-TZVPD).

Each line ends with the Mulliken charge.
Atoms and positions in Å:
1 C -0.06 -0.31 -0.84  0.588
2 C -1.03 -0.49 0.29  -0.157
3 H 1.99 -1.48 1.02  0.356
4 H 1.98 -0.40 -1.26  0.265
5 H -1.80 -1.28 0.19  0.332
6 H -0.88 2.20 1.52  0.391
7 N 1.24 -0.67 -0.54  -0.117
8 N -1.34 0.46 1.08  -0.336
9 O 1.63 -0.57 0.78  -0.391
10 O -0.40 0.01 -1.96  -0.572
11 O -0.48 1.47 0.94  -0.360

Summary:
Structure (SMILES): O=C(/C=N\O)NO
ΔE to the lowest compared entry with this formula, charge and spin: 458.74 kJ/mol
2S+1: 1
E_LUMO: 0.6 eV
Total charge: 0
Highest occupied orbital energy: -0.3639 Ha